1.
{"formula": "C42H65CrGeN3O4P2SSi", "method": "ωB97M-V with the def2-TZVPD basis set", "elements": ["Ge", "Cr", "S", "P", "P", "Si", "O", "O", "O", "O", "N", "N", "N", "C", "C", "C", "C", "C", "C", "C", "C", "C", "C", "C", "C", "C", "C", "C", "C", "C", "C", "C", "C", "C", "C", "C", "C", "C", "C", "C", "C", "C", "C", "C", "C", "C", "C", "C", "C", "C", "C", "C", "C", "C", "C", "H", "H", "H", "H", "H", "H", "H", "H", "H", "H", "H", "H", "H", "H", "H", "H", "H", "H", "H", "H", "H", "H", "H", "H", "H", "H", "H", "H", "H", "H", "H", "H", "H", "H", "H", "H", "H", "H", "H", "H", "H", "H", "H", "H", "H", "H", "H", "H", "H", "H", "H", "H", "H", "H", "H", "H", "H", "H", "H", "H", "H", "H", "H", "H", "H"], "positions_angstrom": [[-2.10852, -3.87027, -1.18654], [-0.41253, -0.78412, -0.61642], [0.93326, -2.07656, -2.19382], [-2.00100, 0.17335, -2.25771], [-2.22416, 0.48675, 0.46223], [2.07012, 0.24288, 1.48971], [1.56492, 1.38574, 2.53779], [3.11960, 0.96327, 0.43953], [0.89072, -0.31444, 0.52546], [2.73263, -0.92272, 2.40555], [3.06033, -0.42536, -2.05298], [3.14748, -2.10956, -3.58783], [-3.10085, 0.51764, -1.02116], [-4.68279, -0.27599, -5.95267], [1.04659, 2.84955, -2.78138], [3.44761, 3.32440, 0.74115], [-5.43494, -1.33975, 2.18990], [4.50516, -2.33750, 3.08717], [-3.36445, 0.13917, -6.09299], [-1.73029, 2.93823, -2.63230], [5.07191, 1.89147, -0.51112], [-0.37993, 4.09460, 0.80170], [4.13049, 1.96652, 0.67901], [3.57707, -2.53660, 0.77854], [-2.94305, 3.09416, 1.21749], [0.22225, 2.48449, 4.14694], [2.18575, -3.21209, 2.73981], [0.13643, -0.00508, 3.90171], [-3.06363, -0.01428, -3.70875], [-4.02702, -3.56992, -1.29914], [-1.07187, 1.70655, -2.57763], [-1.80283, -5.55429, -0.26987], [-5.35685, -0.92623, 3.51199], [0.31481, 1.66850, -2.66413], [4.88608, 1.66357, 1.96434], [-4.34599, -0.06020, 3.90981], [0.38683, 4.06511, -2.82472], [-0.62580, 2.73549, 0.65097], [-1.00661, 4.10919, -2.75504], [-5.19282, -0.56107, -4.69374], [1.02639, 1.22823, 3.87510], [2.47715, -1.47548, -2.62031], [2.16674, 1.09979, 4.87452], [-2.69386, 4.44987, 1.36684], [-1.29451, -2.48569, -0.03928], [-1.41179, 4.94960, 1.15649], [-4.49988, -0.89545, 1.26381], [-3.41068, 0.38485, 2.98806], [-4.38399, -0.44007, -3.57086], [-1.90928, 2.22906, 0.84894], [4.44667, -1.69914, -4.09452], [-1.49722, -4.07420, -3.02013], [-3.48214, -0.03118, 1.65685], [-2.55464, 0.27134, -4.97591], [3.25262, -2.25526, 2.23376], [-1.53112, 0.60826, -5.09092], [0.95111, 4.98520, -2.91586], [3.93458, -3.56294, 0.66950], [2.64101, -2.84110, -4.05797], [0.83135, 0.71744, -2.64851], [2.80747, 0.25207, 4.63451], [0.18364, 2.07109, 0.38092], [1.28762, -3.13986, 2.11989], [5.50158, 0.88824, -0.59008], [-2.19515, -5.52198, 0.74864], [-1.62055, -3.15986, -3.60507], [5.35565, 0.67870, 1.91103], [5.89209, 2.60222, -0.39988], [-1.52179, 5.06126, -2.78738], [-4.49054, -3.58840, -0.31200], [5.25509, -1.62954, 2.72890], [1.91597, -2.96490, 3.76873], [4.78321, -2.43675, -4.81668], [4.39860, -0.72566, -4.58611], [-3.82480, 1.21678, -1.16243], [0.72473, -0.91940, 3.78347], [-2.81250, 2.98522, -2.56812], [-0.41141, -0.06910, 4.84464], [4.36103, -1.85968, 0.42521], [2.69127, -2.41743, 0.15340], [4.54024, 2.13356, -1.43705], [-0.45252, -4.38028, -3.06861], [-2.06170, -2.30814, 0.71917], [2.74210, 3.35497, 1.57363], [4.93087, -3.34247, 3.04853], [-4.24635, -2.61804, -1.78042], [-3.49645, 5.11808, 1.65201], [1.76108, 0.96159, 5.87927], [4.18705, 4.11649, 0.87668], [0.62072, 4.47965, 0.64754], [-4.28938, 0.27403, 4.93797], [4.27352, -2.09778, 4.12705], [5.18879, -1.66566, -3.29447], [-0.57983, 0.04989, 3.08098], [-6.08866, -1.27094, 4.23177], [-2.64023, 1.07592, 3.30447], [2.12775, 2.81060, -2.84335], [-0.61692, 2.56920, 3.45038], [-6.22680, -2.00814, 1.87473], [-4.78994, -0.65482, -2.59187], [-6.22102, -0.88032, -4.58217], [-0.43515, -2.95556, 0.45645], [5.66600, 2.41064, 2.11862], [4.21867, 1.68140, 2.82863], [-5.31468, -0.37325, -6.82671], [-1.21928, 6.00846, 1.28146], [-0.16913, 2.46907, 5.16681], [-2.11597, -4.85706, -3.46645], [-4.47371, -4.36242, -1.90418], [4.00755, -0.17895, -2.28711], [-2.29808, -6.36599, -0.80873], [2.70805, -0.01786, -1.19632], [-3.94246, 2.70950, 1.39039], [2.90205, 3.51160, -0.18914], [-4.56492, -1.21407, 0.23357], [0.85697, 3.36546, 4.03382], [-2.96807, 0.36759, -7.07396], [2.54504, -4.24317, 2.71260], [-0.73349, -5.77183, -0.22322], [2.77449, 2.00830, 4.87518]], "atomic_forces_ev_per_a": [[0.10, 0.07, 0.06], [0.03, -0.73, 0.10], [0.33, -0.12, -0.11], [0.18, 0.43, 0.31], [-0.01, 0.02, -0.28], [-0.13, -0.05, 0.27], [0.14, 0.03, 0.05], [-0.19, -0.13, 0.04], [0.27, 0.23, -0.11], [0.23, 0.00, -0.21], [-0.03, 0.01, -0.06], [-0.03, 0.05, -0.08], [-0.14, 0.18, 0.16], [-0.01, 0.00, 0.02], [-0.07, -0.11, -0.01], [-0.05, 0.09, 0.02], [0.02, -0.01, -0.04], [0.09, 0.00, 0.09], [0.01, -0.01, 0.02], [0.05, 0.01, 0.00], [0.07, 0.01, -0.13], [-0.02, -0.05, 0.01], [-0.05, -0.08, 0.04], [0.12, 0.06, -0.13], [0.03, 0.07, -0.04], [-0.14, 0.10, 0.04], [-0.11, -0.09, 0.01], [-0.05, -0.15, 0.10], [0.08, -0.19, -0.03], [-0.19, 0.01, 0.03], [-0.21, 0.14, -0.16], [0.03, -0.23, 0.09], [0.00, 0.01, -0.01], [0.04, 0.10, 0.03], [0.00, -0.03, 0.08], [0.02, -0.02, -0.05], [-0.10, 0.03, 0.00], [-0.07, 0.10, -0.03], [0.09, 0.01, 0.02], [0.07, -0.01, 0.03], [0.07, -0.19, -0.22], [-0.02, -0.05, 0.04], [0.07, 0.11, 0.00], [0.01, -0.04, 0.01], [-0.13, 0.42, -0.04], [-0.01, -0.02, 0.03], [-0.04, -0.03, 0.09], [-0.05, -0.01, 0.00], [-0.01, 0.07, -0.11], [0.06, 0.03, 0.02], [-0.06, -0.10, 0.04], [0.09, 0.01, -0.21], [0.06, 0.06, 0.10], [-0.01, -0.04, -0.01], [-0.18, 0.13, 0.07], [-0.01, 0.01, 0.02], [-0.02, -0.02, 0.00], [0.00, 0.05, -0.01], [0.04, -0.02, 0.01], [0.03, -0.06, -0.02], [-0.05, -0.03, -0.03], [-0.02, 0.02, -0.03], [0.03, 0.01, 0.03], [-0.01, 0.05, 0.01], [0.03, -0.01, -0.05], [0.02, -0.04, 0.00], [-0.02, 0.04, -0.01], [-0.02, -0.01, -0.01], [0.03, -0.03, -0.01], [-0.02, 0.02, -0.01], [-0.02, -0.02, 0.02], [0.03, -0.04, -0.04], [-0.02, 0.01, -0.02], [0.00, 0.02, -0.01], [-0.06, -0.06, 0.03], [-0.09, 0.15, 0.03], [0.02, -0.01, -0.01], [-0.01, 0.02, -0.04], [-0.05, -0.02, 0.00], [-0.06, -0.01, -0.02], [0.02, -0.03, 0.05], [-0.09, -0.01, -0.04], [0.00, -0.09, 0.09], [0.05, -0.02, -0.03], [-0.02, 0.04, 0.00], [-0.05, 0.04, 0.00], [0.01, -0.01, 0.00], [0.03, 0.01, -0.03], [-0.02, -0.01, -0.02], [-0.03, -0.02, 0.01], [0.00, -0.01, -0.02], [0.01, -0.02, -0.05], [-0.01, -0.01, 0.02], [-0.06, -0.05, -0.01], [0.02, 0.00, -0.02], [0.03, 0.00, 0.00], [-0.03, -0.01, 0.01], [0.08, 0.01, 0.03], [0.02, 0.02, 0.01], [0.01, -0.02, 0.02], [0.02, 0.01, 0.00], [0.05, -0.03, -0.04], [0.00, -0.01, 0.01], [0.02, 0.01, -0.06], [0.02, 0.01, 0.03], [-0.01, -0.03, -0.01], [0.01, 0.01, -0.04], [0.04, 0.04, -0.03], [0.00, 0.05, 0.04], [0.02, 0.01, -0.01], [0.05, 0.01, 0.07], [-0.05, 0.10, 0.16], [0.02, 0.00, -0.01], [0.03, -0.02, 0.04], [0.00, -0.04, -0.05], [-0.04, -0.01, -0.01], [-0.01, -0.01, 0.02], [-0.02, 0.04, 0.00], [-0.06, -0.02, 0.01], [-0.03, -0.03, 0.01]], "total_charge": 1, "lumo_energy_ha": [-0.0950, -0.0828], "homo_ev": [-10.703, -10.302], "relative_energy_kj_mol": 0.0, "multiplicity": 2, "total_energy_ev": -179500.0541, "homo_lumo_gap_ev": [8.119, 8.048], "s_squared": 0.77}


2.
{"formula": "C42H65GeIrNO2P2", "method": "ωB97M-V with the def2-TZVPD basis set", "elements": ["Ir", "Ge", "P", "P", "O", "O", "N", "C", "C", "C", "C", "C", "C", "C", "C", "C", "C", "C", "C", "C", "C", "C", "C", "C", "C", "C", "C", "C", "C", "C", "C", "C", "C", "C", "C", "C", "C", "C", "C", "C", "C", "C", "C", "C", "C", "C", "C", "C", "C", "H", "H", "H", "H", "H", "H", "H", "H", "H", "H", "H", "H", "H", "H", "H", "H", "H", "H", "H", "H", "H", "H", "H", "H", "H", "H", "H", "H", "H", "H", "H", "H", "H", "H", "H", "H", "H", "H", "H", "H", "H", "H", "H", "H", "H", "H", "H", "H", "H", "H", "H", "H", "H", "H", "H", "H", "H", "H", "H", "H", "H", "H", "H", "H", "H"], "positions_angstrom": [[-0.90918, 0.41761, 1.05568], [-4.03870, 1.39464, -0.46098], [2.22120, 0.79688, -1.40507], [-2.10026, -0.94656, 2.62936], [-0.97845, -1.75127, -0.64235], [0.77984, 0.63842, -1.00474], [-2.29675, 2.12791, 2.79918], [4.98596, 3.11654, -1.86573], [-4.96322, 1.59116, 1.25889], [4.27322, 4.43726, -2.15978], [-0.27580, -1.80257, 4.62007], [2.49489, -0.57208, -3.85371], [1.78707, -0.66393, -5.21456], [-1.30256, -1.52464, -2.01961], [4.42744, 2.45637, -0.60231], [-2.14176, 1.55695, -0.20704], [-0.87715, -2.07992, 3.39487], [2.37366, 0.84707, -3.22051], [-4.71075, 2.77466, -1.66762], [-5.83111, -3.44477, 1.38593], [1.19595, -3.69725, 4.37745], [4.51551, -3.22848, -0.57579], [-3.47486, -2.96250, 1.23068], [-4.83537, -1.73933, 2.76725], [-3.08198, -0.56403, 5.22790], [1.12452, 1.56347, -3.78755], [-3.57117, -1.99241, 2.23532], [-2.63455, 1.45593, 3.99827], [0.74920, -2.60703, 5.10797], [0.78760, 0.70256, 2.21569], [-0.39229, -3.15991, 2.65217], [2.17366, 3.58140, -1.02407], [-4.58638, -3.69364, 0.82563], [-3.29072, 1.54578, 6.32670], [4.57628, -0.85465, -1.44433], [-5.95252, -2.45770, 2.34746], [2.89672, 2.28283, -0.61529], [1.98010, 0.62577, -6.01144], [3.29084, -2.83009, 0.29483], [-2.92594, 2.18529, 5.15866], [3.25058, -0.52708, -0.69126], [-3.39234, 0.15910, 6.36359], [4.68084, -2.33447, -1.81011], [-4.67571, -0.32246, -1.14993], [2.40821, -1.78193, -0.38394], [1.30548, 1.81865, -5.29342], [2.76111, 4.23798, -2.28024], [-2.67065, 0.05822, 4.04567], [0.62372, -3.96880, 3.14201], [-4.26157, -1.15595, -0.56961], [-1.64117, 2.21259, -0.92748], [1.98450, -2.19887, -1.30925], [-4.91938, 2.61658, 1.64158], [3.92633, -2.58644, -2.56055], [1.57561, -1.49735, 0.25916], [4.67738, 3.09377, 0.25417], [-2.07307, 3.10166, 2.92443], [4.87429, 2.44403, -2.72445], [4.42932, -4.26749, -0.89711], [1.20172, -2.37139, 6.06405], [-0.58721, -0.94141, 5.19559], [-1.82889, -2.37775, -2.45125], [2.27319, 4.29001, -0.19273], [-4.52690, 0.91769, 2.00736], [-3.51903, 2.13160, 7.20958], [1.57694, 0.51395, -7.01876], [-0.40666, -1.31226, -2.60620], [2.55878, 3.62583, -3.16703], [2.56695, 2.02972, 0.39900], [0.97456, -4.80728, 2.55141], [-2.96067, 2.02169, 2.04562], [3.25619, 1.44209, -3.47525], [-4.16793, 2.73219, -2.61776], [0.32771, 2.02327, -5.73929], [-5.77792, 2.62342, -1.86901], [-2.53589, -3.11616, 0.71952], [5.64976, -2.52421, -2.27615], [0.25224, 0.94237, -3.58807], [1.36268, -0.16264, 2.57325], [1.10361, 3.38744, -1.13524], [1.11283, 1.63856, 2.67457], [2.26725, 5.19713, -2.44843], [-0.79927, -3.37153, 1.67143], [-2.87868, 3.27104, 5.12250], [-6.70172, -4.00273, 1.06051], [2.17430, -1.52294, -5.76466], [3.05357, 0.81092, -6.12738], [-4.96530, -0.96853, 3.51313], [5.42746, -0.59970, -0.80601], [-0.11978, -2.18070, -0.59550], [-6.01647, 1.31218, 1.13401], [4.66812, 4.88116, -3.07505], [2.08303, -1.33188, -3.18261], [6.05746, 3.28331, -1.74374], [1.90681, 2.72205, -5.43706], [1.99055, -4.32499, 4.76144], [-6.92210, -2.23669, 2.77951], [0.71496, -0.84328, -5.07433], [-4.41356, -0.45906, -2.20459], [3.62446, -2.42005, 1.25324], [2.69092, -3.71028, 0.53710], [-3.11190, -1.64697, 5.26250], [-4.57305, 3.77009, -1.23585], [-5.76691, -0.34137, -1.05611], [5.42891, -3.16996, 0.02159], [4.92855, 1.50124, -0.42380], [3.54718, -0.82034, -3.99112], [4.68916, -0.24273, -2.34504], [-4.48126, -4.44061, 0.04710], [-3.69431, -0.34828, 7.27106], [3.49863, -0.09951, 0.28402], [-1.94680, -0.64879, -2.05351], [4.48234, 5.14471, -1.34704], [0.92581, 2.50291, -3.27124]], "atomic_forces_ev_per_a": [[-0.28, 0.03, 0.43], [0.06, -0.08, -0.08], [-0.66, -0.05, 0.37], [-0.07, 0.07, -0.10], [-0.23, -0.26, -0.26], [0.43, -0.08, -0.60], [0.27, -0.28, 0.52], [-0.16, -0.01, 0.03], [-0.27, -0.05, 0.22], [-0.04, -0.04, 0.10], [0.14, 0.02, 0.04], [-0.19, 0.23, -0.09], [-0.07, 0.12, 0.05], [0.14, 0.14, 0.19], [-0.06, 0.04, -0.04], [0.28, 0.01, -0.16], [-0.06, -0.09, -0.03], [-0.22, -0.13, -0.24], [-0.13, 0.19, -0.18], [-0.01, -0.06, -0.05], [0.00, 0.02, 0.03], [-0.11, 0.10, 0.03], [-0.09, -0.10, -0.03], [-0.14, -0.06, 0.03], [0.06, -0.06, 0.07], [0.25, -0.07, -0.15], [0.03, 0.03, -0.11], [-0.01, 0.34, -0.31], [-0.05, 0.04, -0.04], [0.02, 0.02, 0.01], [0.03, -0.08, -0.02], [0.17, 0.00, -0.02], [0.20, 0.09, 0.04], [-0.02, 0.05, 0.03], [-0.09, -0.01, 0.09], [0.09, 0.15, 0.12], [0.14, 0.31, -0.16], [-0.05, 0.03, 0.14], [0.05, -0.01, -0.09], [0.06, 0.05, -0.09], [0.06, -0.25, -0.13], [-0.01, -0.01, -0.02], [-0.07, -0.01, 0.09], [0.04, -0.28, -0.05], [0.32, -0.09, -0.21], [0.00, -0.11, 0.07], [0.09, -0.12, 0.05], [-0.04, -0.09, -0.06], [-0.08, 0.07, -0.05], [-0.10, 0.15, -0.14], [0.00, -0.01, 0.10], [0.03, 0.05, 0.11], [-0.06, -0.12, -0.04], [0.02, -0.01, 0.07], [0.03, 0.08, 0.09], [-0.02, -0.01, -0.03], [0.04, 0.10, 0.08], [0.03, 0.04, 0.04], [-0.01, -0.02, 0.00], [-0.02, 0.00, -0.03], [0.01, -0.03, 0.00], [-0.02, -0.09, 0.05], [-0.01, -0.03, -0.04], [-0.25, 0.07, -0.11], [0.02, -0.02, -0.03], [0.02, 0.02, -0.01], [0.01, 0.04, 0.04], [0.05, 0.10, 0.11], [-0.02, 0.07, 0.15], [-0.02, 0.02, 0.02], [0.18, -0.09, 0.01], [-0.02, -0.08, -0.04], [-0.09, 0.03, 0.10], [0.05, -0.02, 0.03], [0.16, 0.06, 0.01], [0.00, 0.00, -0.04], [0.01, -0.02, -0.02], [-0.02, -0.08, -0.01], [-0.12, 0.10, -0.01], [0.03, 0.00, 0.01], [0.01, -0.04, -0.15], [-0.01, 0.01, -0.01], [0.01, 0.01, 0.04], [-0.02, -0.13, -0.01], [0.05, 0.03, 0.01], [0.00, -0.01, -0.02], [-0.03, 0.00, 0.03], [-0.01, 0.02, 0.04], [-0.04, -0.02, 0.01], [0.08, 0.11, -0.03], [0.16, 0.05, 0.06], [0.01, 0.03, -0.02], [-0.01, 0.08, -0.05], [0.03, 0.00, 0.00], [-0.03, -0.03, -0.01], [-0.01, 0.02, -0.01], [0.06, 0.01, -0.01], [0.07, 0.02, 0.00], [-0.04, 0.00, 0.14], [0.00, -0.01, -0.04], [0.04, 0.00, 0.00], [-0.04, -0.01, -0.01], [-0.02, -0.08, -0.07], [0.11, -0.05, -0.04], [-0.03, 0.00, 0.02], [-0.03, 0.10, 0.02], [0.01, 0.02, -0.01], [0.00, -0.01, 0.12], [0.02, 0.03, 0.04], [0.01, 0.01, -0.03], [0.04, -0.05, 0.12], [0.00, 0.03, 0.01], [-0.01, -0.04, -0.04], [0.00, -0.08, 0.00]], "lumo_energy_ha": [0.0240, 0.0005], "homo_ev": [-5.046, -7.512], "multiplicity": 6, "total_energy_ev": -128121.9791, "homo_lumo_gap_ev": [5.698, 7.527], "s_squared": 8.77}